[1]
ORCA calculation (ωB97M-V with the def2-TZVPD basis set) on an isolated ion of composition C3H6N5O2 and charge -1 in a non-equilibrium geometry.

The geometry in ORCA input format:
```
! RIJCOSX wB97M-V def2-TZVPD def2/J DEFGRID3
* xyz -1 1
N 1.8517 -0.4440 -0.2975
N -1.4333 -1.6850 0.3298
O 2.8401 0.9471 1.2601
N -0.1281 -1.5212 0.1213
C 0.6634 -0.3963 0.3469
H 0.3500 -2.3370 -0.4346
H -0.4688 1.7735 -0.7694
H -3.1032 0.7341 -0.1949
H -0.9725 0.3511 -1.8247
N -2.2581 -0.7911 0.4895
C -0.9714 0.8911 -0.8591
H -1.5982 1.1958 0.8306
H 0.4518 0.3793 1.0954
C -2.0392 0.5159 0.1106
N 2.8851 0.2549 0.2198
O 3.9308 0.1318 -0.4238
*
```

The value obtained for the HOMO energy (alpha / beta) is -0.105 / -0.106 hartree. The total energy comes out at -14746.830 eV.



[2]
ORCA calculation (ωB97M-V with the def2-TZVPD basis set) on a 2-piece molecular cluster, C3H6NO overall in a non-equilibrium geometry.

The geometry in ORCA input format:
```
! RIJCOSX wB97M-V def2-TZVPD def2/J DEFGRID3
* xyz -1 1
C -0.1384 0.2571 -1.7935
N -0.7451 0.3308 2.4653
C 0.8063 -0.9500 -1.6706
H -0.8514 -0.6873 1.9692
H -0.9985 0.1053 -1.0599
H -1.7246 0.6578 2.6418
H 2.0119 0.7610 -0.6096
H 0.7461 -1.9581 -2.0279
C 1.1694 0.1893 -1.0894
O -0.1656 0.2376 3.7797
H -0.1101 1.0565 -2.6052
*
```

The value obtained for the HOMO energy is -0.032 hartree. The total energy comes out at -6739.718 eV.



[3]
ORCA calculation (ωB97M-V with the def2-TZVPD basis set) on a 2-piece molecular cluster, C3H6NO2 overall in a non-equilibrium geometry.

The geometry in ORCA input format:
```
! RIJCOSX wB97M-V def2-TZVPD def2/J DEFGRID3
* xyz 1 1
C -0.0876 -0.7551 -0.2099
C 0.0794 -2.0166 0.2740
O 0.7889 -2.4178 1.3008
C 0.7205 1.4693 0.1311
H 0.1864 3.1590 -0.7378
H -0.2638 -2.7230 -0.3422
H 1.0273 -1.9329 2.0746
N 0.1303 2.1445 -0.7566
H -2.0693 -0.3019 -0.4315
H 1.2214 1.8939 0.9491
H -0.5448 1.7638 -1.4385
O -1.1887 -0.2832 -0.8130
*
```

The value obtained for the HOMO energy is -0.488 hartree. The total energy comes out at -8780.789 eV.



[4]
ORCA calculation (ωB97M-V with the def2-TZVPD basis set) on an isolated ion of composition C3H6NO2 and charge +1 in a non-equilibrium geometry.

The geometry in ORCA input format:
```
! RIJCOSX wB97M-V def2-TZVPD def2/J DEFGRID3
* xyz 1 1
H 0.4320 1.3838 -1.5672
C 1.0026 0.7499 0.5123
N -1.0948 -1.0319 0.1595
H -0.9265 1.6918 -0.2913
H 1.0800 1.2175 1.4151
O 1.5490 -0.9851 -0.4758
H -1.4260 -1.1089 1.1064
C 0.0419 -0.2150 -0.1130
H -0.9288 -2.1139 -0.0728
O 2.1216 0.0360 0.2981
C 0.0530 1.1699 -0.6266
H -1.9041 -0.7941 -0.3446
*
```

The SMILES is [NH3+][C@@]12C[C@@H]1OO2. The value obtained for the HOMO energy is -0.518 hartree. The total energy comes out at -8779.130 eV.



[5]
ORCA calculation (ωB97M-V with the def2-TZVPD basis set) on an isolated ion of composition C3H6NO2 and charge +1 in a non-equilibrium geometry.

The geometry in ORCA input format:
```
! RIJCOSX wB97M-V def2-TZVPD def2/J DEFGRID3
* xyz 1 1
H -2.4276 -1.9062 -2.3529
H 1.6107 1.0919 1.5923
O 0.2475 -0.9236 -1.5726
N 1.0476 0.3168 1.4270
H 0.7598 0.2130 2.3729
H 1.5790 -0.4940 1.0206
C -0.0187 0.5690 0.4288
H -0.6471 1.2218 0.8850
C -0.2425 -0.1314 -0.6427
H -1.1008 0.2377 -2.4721
O -2.0134 -1.4416 -1.5973
C -1.1270 -0.4526 -1.7048
*
```

The SMILES is [NH3+]/C=C1\O[C@H]1O. The value obtained for the HOMO energy is -0.536 hartree. The total energy comes out at -8783.210 eV.



[6]
ORCA calculation (ωB97M-V with the def2-TZVPD basis set) on an isolated ion of composition C3H6NO3 and charge -1 in a non-equilibrium geometry.

The geometry in ORCA input format:
```
! RIJCOSX wB97M-V def2-TZVPD def2/J DEFGRID3
* xyz -1 1
N -0.9900 -0.7886 0.4261
H -1.3025 -1.7405 0.4942
O -1.3026 1.4157 1.1239
H 0.7451 0.3253 0.9632
H 0.9304 -1.3007 0.1587
O 2.0942 0.3933 -1.3283
O -2.7157 -0.2016 1.7796
H 0.2010 1.4539 -1.1052
H 0.3335 0.0218 -2.0777
C 0.6840 0.4561 -1.1259
C -1.7101 0.2372 1.1707
C 0.3799 -0.3450 0.1447
H 2.6527 0.0731 -0.6240
*
```

The SMILES is O=C([O-])NCCO. The value obtained for the HOMO energy is -0.141 hartree. The total energy comes out at -10841.936 eV.



[7]
ORCA calculation (ωB97M-V with the def2-TZVPD basis set) on a 2-piece molecular cluster, C3H6NO3 overall in a non-equilibrium geometry.

The geometry in ORCA input format:
```
! RIJCOSX wB97M-V def2-TZVPD def2/J DEFGRID3
* xyz 1 1
H 1.8004 1.1750 0.8225
C -2.2630 -0.0571 -0.0732
O -2.4563 0.9593 0.4348
H 0.9285 -1.9709 0.0370
H 0.3263 -1.8876 -1.6908
N 1.0528 0.5391 1.0623
O 0.5056 1.0256 -1.2002
H -0.0187 1.7876 -0.8038
O -2.6266 -0.9810 -0.5397
H 1.5885 -0.2286 1.4531
C 0.3694 -0.0205 -0.3797
C 0.5422 -1.3486 -0.7580
H 0.2509 1.0077 1.6357
*
```

The value obtained for the HOMO energy is -0.558 hartree. The total energy comes out at -10831.424 eV.



[8]
ORCA calculation (ωB97M-V with the def2-TZVPD basis set) on a 2-piece molecular cluster, C3H6NO3 overall in a non-equilibrium geometry.

The geometry in ORCA input format:
```
! RIJCOSX wB97M-V def2-TZVPD def2/J DEFGRID3
* xyz 1 1
H -1.5235 2.1020 -1.3001
H 0.8100 -0.1650 3.0017
H -0.3764 1.3967 -0.4767
O -0.2353 -2.0578 -1.8810
C -0.0737 -2.1699 -0.7281
C 0.4329 -2.0031 0.4385
H -0.2995 3.0917 -1.1412
N -0.5366 2.1467 -1.2064
O 0.8514 -0.9274 2.4447
C 0.5110 -0.7187 1.1988
H -0.0990 1.8010 -2.1559
O 0.0194 0.3196 0.7405
H 0.5191 -2.8158 1.0651
*
```

The value obtained for the HOMO energy is -0.500 hartree. The total energy comes out at -10833.329 eV.



[9]
ORCA calculation (ωB97M-V with the def2-TZVPD basis set) on a 2-piece molecular cluster, C3H6NO3S2 overall in a non-equilibrium geometry.

The geometry in ORCA input format:
```
! RIJCOSX wB97M-V def2-TZVPD def2/J DEFGRID3
* xyz -1 1
S -2.1341 1.1470 0.0934
N 0.2085 -0.1540 0.3517
H 0.6460 0.0965 -1.7747
H 0.7686 -2.0437 1.2296
O -2.1489 1.1895 -1.3704
O -1.5183 2.3174 0.6530
S 0.2145 -3.1811 -0.9306
C 1.2541 -1.0341 0.9458
H 1.9601 -0.5602 1.7048
H 0.4956 1.7211 -0.8657
H 1.9755 0.5843 -0.6351
C 0.8772 0.6236 -0.8153
C -1.0122 -0.1959 0.7283
O -3.4354 0.8372 0.6409
H 1.8487 -1.3476 0.0442
*
```

The value obtained for the HOMO energy (alpha / beta) is -0.147 / -0.187 hartree. The total energy comes out at -32507.289 eV.



[10]
ORCA calculation (ωB97M-V with the def2-TZVPD basis set) on an isolated ion of composition C3H6NO4S and charge -1 in a non-equilibrium geometry.

The geometry in ORCA input format:
```
! RIJCOSX wB97M-V def2-TZVPD def2/J DEFGRID3
* xyz -1 1
H 0.4844 -0.1259 1.2428
H 1.3442 -2.3601 0.0542
O 0.0792 3.3315 -1.9541
C -0.9052 0.1428 -0.3392
C 0.4895 -0.4316 0.2111
O -0.6220 -2.4701 0.7258
S 0.4252 2.0114 -1.4111
C 0.4035 -1.9310 0.3389
O 1.1441 1.1850 -2.3098
O 1.5376 2.2842 -0.1004
H 1.4978 0.0045 -0.1936
H -1.5638 -0.0310 0.4263
H -1.1182 -0.4081 -1.2728
H 0.8235 2.8310 0.1845
N -0.8317 1.5216 -0.5941
*
```

The SMILES is O=CCCN=[S@](=O)([O-])O. The value obtained for the HOMO energy is -0.156 hartree. The total energy comes out at -23723.020 eV.



[11]
ORCA calculation (ωB97M-V with the def2-TZVPD basis set) on one molecule with the formula C3H6NOP in a non-equilibrium geometry.

The geometry in ORCA input format:
```
! RIJCOSX wB97M-V def2-TZVPD def2/J DEFGRID3
* xyz 0 1
C -0.5235 0.4231 0.4505
N 0.6913 0.0363 0.1463
H 0.9215 -2.0707 0.6874
O -2.0588 -1.8386 -0.3698
C 1.3821 -1.0687 0.6252
H 1.7712 -0.7986 1.6532
H 0.2331 2.1705 -0.3937
H -1.5170 2.0419 -0.6816
H 2.2250 -1.0206 -0.0237
P -2.1999 -0.3786 -0.0305
H -0.3424 1.0521 -1.5806
C -0.5827 1.4519 -0.4827
*
```

The SMILES is C/N=C(/C)P=O. The value obtained for the HOMO energy is -0.325 hartree. The total energy comes out at -16030.591 eV.



[12]
ORCA calculation (ωB97M-V with the def2-TZVPD basis set) on one molecule with the formula C3H6NOP in a non-equilibrium geometry.

The geometry in ORCA input format:
```
! RIJCOSX wB97M-V def2-TZVPD def2/J DEFGRID3
* xyz 0 1
H 1.8838 -0.6431 -0.0490
C 0.7390 -0.6285 -0.0325
H 0.4267 -1.6327 -0.2610
C 0.1451 0.4677 -0.8776
O -2.1410 0.8252 -1.6323
H 0.1056 0.2083 -1.9777
P -1.6488 0.0053 0.9036
C 0.1636 -0.2285 1.3000
N -1.2599 0.4759 -0.6155
H 0.6235 0.5898 1.6928
H 0.6205 1.5404 -0.5017
H 0.3418 -0.9797 2.0509
*
```

The SMILES is [O-][N+]1=PCCC1. The value obtained for the HOMO energy (alpha / beta) is -0.319 / -0.309 hartree. The total energy comes out at -16031.162 eV.



> Which formula does entry 6 have?

C3H6NO3